ORCA calculation (ωB97M-V/def2-TZVPD) on a 2-piece molecular cluster, C6H17N2 overall in a non-equilibrium geometry.

Computed properties:
ΔE to the lowest compared entry with this formula, charge and spin: 3.7735 eV
Molecular weight: 117.22 u
HOMO (alpha / beta): -16.96 / -16.89 eV

Geometry as ORCA input:
```
! wB97M-V def2-TZVPD RIJCOSX def2/J DEFGRID3
* xyz 2 2
N 2.46 -0.65 -2.20
C -1.15 0.19 -0.24
C -1.92 -0.93 0.20
C -2.09 -1.97 -0.99
C 0.32 0.19 -0.18
N 0.92 0.90 1.08
C 0.83 2.35 0.93
C 0.35 0.48 2.42
H 3.14 0.10 -2.17
H 2.96 -1.51 -2.34
H 1.82 -0.55 -2.98
H -1.68 0.92 -0.86
H -2.91 -0.54 0.48
H -1.46 -1.50 1.02
H -2.42 -1.56 -1.95
H -1.07 -2.32 -1.15
H -2.72 -2.82 -0.75
H 0.86 0.80 -0.90
H 0.74 -0.81 -0.11
H 1.27 2.69 -0.01
H 1.27 2.89 1.76
H -0.25 2.57 0.87
H -0.69 0.80 2.47
H 1.01 0.87 3.19
H 0.40 -0.61 2.39
*
```


ORCA calculation (ωB97M-V/def2-TZVPD) on C2H3NS2 as an isolated structure in a non-equilibrium geometry.

Computed properties:
ΔE to the lowest compared entry with this formula, charge and spin: 0.5470 eV
Molecular weight: 105.19 u
HOMO: -8.15 eV

Geometry as ORCA input:
```
! wB97M-V def2-TZVPD RIJCOSX def2/J DEFGRID3
* xyz 0 1
C -0.83 0.10 -0.11
C 0.38 -0.65 0.35
N -0.76 1.24 -0.59
S 1.80 0.05 -0.37
S 0.73 1.89 -0.66
H -1.87 -0.26 -0.17
H 0.52 -0.69 1.45
H 0.04 -1.68 0.09
*
```


ORCA calculation (ωB97M-V/def2-TZVPD) on one molecule with the formula C6H13NO in a non-equilibrium geometry.

Computed properties:
ΔE to the lowest compared entry with this formula, charge and spin: 3.6725 eV
Molecular weight: 115.18 u
SMILES: CCCN(C)CC=O
HOMO: -8.81 eV

Geometry as ORCA input:
```
! wB97M-V def2-TZVPD RIJCOSX def2/J DEFGRID3
* xyz 0 1
C 1.47 -0.22 -1.14
C 1.43 -0.38 -2.67
C 0.17 -0.72 -0.46
N -0.38 0.38 0.40
C 0.51 0.73 1.60
C -1.71 -0.23 0.91
C -2.13 0.78 1.97
O -2.22 1.95 1.58
H 1.45 0.88 -0.97
H 2.41 -0.63 -0.86
H 0.77 0.34 -3.15
H 2.35 -0.16 -3.24
H 1.04 -1.36 -2.98
H -0.62 -1.00 -1.12
H 0.23 -1.69 0.11
H -0.39 0.88 2.37
H 1.19 -0.09 1.86
H 1.07 1.64 1.44
H -1.37 -1.18 1.37
H -2.53 -0.29 0.19
H -2.73 0.38 2.79
*
```